Record 1
Here is a single C4H8O2 molecule from OMol25. Energies are from wB97M-V/def2-TZVPD.

The geometry in XYZ format:
```
14
Properties=species:S:1:pos:R:3:lowdin_charge:R:1
O 2.37 0.83 0.07 -0.03
H 1.74 -0.80 1.17 0.13
C 1.60 -0.33 0.18 -0.21
H -2.18 0.87 -0.98 0.05
H 1.98 -1.05 -0.56 0.13
C -0.80 -1.28 0.15 -0.02
H -1.65 2.53 -0.35 0.04
H 1.77 1.59 0.10 0.08
C 0.13 -0.15 -0.04 -0.32
C -1.57 1.45 -0.30 -0.04
H -0.41 -1.89 0.98 0.09
H -1.78 -0.88 0.44 0.08
O -0.29 1.05 -0.14 -0.07
H -0.92 -1.93 -0.72 0.09
```

Calculated values
DFT total energy = -8368.91607 eV
Strongest force on any atom = 0.9 eV Å⁻¹
Kohn-Sham gap (spin up / spin down) = 8.428 / 7.548 eV
Relative energy (zero: lowest compared OMol25 entry of this formula, charge and spin) = 4.366 eV
Multiplicity = 1
Net charge = 0


Record 2
Here is a gas-phase ion, C4H3O2 (charge -1) at a distorted geometry from OMol25. Energies are from wB97M-V/def2-TZVPD.

The geometry in XYZ format:
```
9
Properties=species:S:1:pos:R:3:lowdin_charge:R:1
C -0.04 0.03 -0.22 -0.02
C 0.59 1.17 0.12 -0.05
O -0.11 -1.85 -1.80 -0.11
H 1.13 1.97 -0.20 0.04
O -2.05 -0.75 -1.28 -0.08
C -0.82 -0.96 -1.21 -0.67
H -0.29 0.46 1.90 0.03
C 0.41 0.24 1.20 -0.17
H 1.19 -0.32 1.50 0.04
```

Calculated values
DFT total energy = -8289.93669 eV
Strongest force on any atom = 4.5 eV Å⁻¹
Kohn-Sham gap = 8.351 eV
Relative energy (zero: lowest compared OMol25 entry of this formula, charge and spin) = 0.899 eV
SMILES = O=C([O-])C1=CC1
Multiplicity = 1
Net charge = -1


Record 3
Here is a molecular structure, C20H19IrN7O3S2SbSe4 at a distorted geometry from OMol25. Energies are from wB97M-V/def2-TZVPD.

The geometry in XYZ format:
```
57
Properties=species:S:1:pos:R:3:lowdin_charge:R:1
C -1.71 0.30 -0.77 -0.56
N -0.43 -3.54 1.06 -0.20
H 2.33 -2.69 0.95 0.04
H 1.73 4.53 0.80 0.10
H -4.62 -0.62 1.41 0.10
Se 1.24 0.33 1.22 0.18
H -2.57 -2.07 1.33 0.11
N -2.77 1.11 -0.80 0.16
H -2.32 3.70 -1.94 0.11
H -2.28 5.58 -0.30 0.10
C -2.46 -5.35 1.22 -0.06
H 3.67 -0.55 -4.23 0.11
N -0.24 6.17 1.30 0.01
C 0.82 3.32 -0.73 -0.14
N -0.53 0.47 -1.40 -0.24
H 1.56 -0.49 -2.98 0.08
C -0.33 3.08 -1.47 -0.35
C 3.35 -1.98 -0.70 -0.37
C 0.85 4.35 0.18 -0.09
Se -0.06 1.90 5.69 -0.40
C -0.99 -3.94 -0.10 -0.69
C 4.73 -1.53 -2.61 -0.07
C -3.78 -0.37 0.78 -0.04
C -1.44 3.91 -1.34 -0.08
C -0.28 5.16 0.37 -0.35
Sb 1.23 2.80 3.82 0.02
C 3.62 -0.97 -3.24 -0.06
C -1.41 4.95 -0.43 -0.03
H 1.68 2.67 -0.84 0.10
Se 0.77 5.21 3.68 -0.05
O -1.46 1.70 -3.41 -0.29
Ir 0.38 -1.18 -0.45 0.91
H -0.28 -3.54 3.11 0.15
H 0.38 5.96 2.09 -0.27
H 5.69 -1.57 -3.12 0.11
C -0.82 -3.98 2.28 -0.02
C -2.66 -1.16 0.75 -0.10
H -3.26 -6.06 1.28 0.11
H -4.63 1.44 -0.03 0.12
C 2.44 -0.94 -2.55 -0.12
H 4.02 -2.99 0.92 0.10
H -1.13 6.51 1.61 0.08
H -2.51 -5.18 -0.92 0.11
C -1.83 -4.89 2.39 -0.06
C -3.77 0.77 -0.03 -0.11
N -1.63 -0.83 -0.02 -0.08
C 4.60 -2.03 -1.35 -0.02
O 0.98 1.51 -3.06 -0.32
S -0.41 -3.30 -1.57 0.66
Se -0.42 1.75 1.81 0.15
C -2.05 -4.87 0.00 -0.08
H 5.44 -2.47 -0.82 0.11
H -2.14 -5.22 3.37 0.11
O 0.57 -2.65 1.06 -0.38
S -0.34 1.68 -2.51 0.62
N 2.28 -1.42 -1.30 -0.09
N 3.24 -2.47 0.56 0.15
```

Calculated values
DFT total energy = -330056.90618 eV
Strongest force on any atom = 3.0 eV Å⁻¹
Kohn-Sham gap (spin up / spin down) = 4.900 / 4.439 eV
Relative energy (zero: lowest compared OMol25 entry of this formula, charge and spin) = 0.374 eV
Multiplicity = 2
Net charge = -1


Record 4
Here is a molecular structure, C21H19I2IrN7OP from OMol25. Energies are from wB97M-V/def2-TZVPD.

The geometry in XYZ format:
```
52
Properties=species:S:1:pos:R:3:lowdin_charge:R:1
C -3.28 -1.38 3.18 0.00
C -3.51 2.24 -2.18 -0.02
N -1.75 1.08 -1.50 -0.12
C 2.87 0.84 -2.25 -0.11
H -2.05 1.40 -3.60 0.12
N 0.26 2.24 2.29 -0.12
H 2.32 1.77 -2.37 0.13
H -1.05 -3.41 -0.31 0.07
O 0.71 -2.42 -1.55 -0.13
H -1.37 3.26 3.15 0.08
C -0.38 2.89 3.43 -0.01
I 6.84 -3.11 -1.74 1.09
H 4.79 1.72 -2.64 0.13
C 4.77 -2.84 -1.71 -0.61
H -0.48 2.19 4.26 0.10
C 1.95 -2.57 -1.59 -0.39
C 4.20 -1.54 -1.90 -0.18
N -2.53 -1.63 1.96 -0.12
H 0.22 3.73 3.75 0.10
N -1.30 -1.34 0.16 -0.06
H -5.04 2.00 0.64 0.09
H -2.57 -3.78 1.95 0.14
C 3.97 -3.95 -1.51 -0.20
H -5.29 3.25 -0.58 0.10
H 6.00 -0.41 -2.29 0.08
H -3.82 -0.44 3.10 0.07
H -2.62 -1.35 4.04 0.10
C -1.46 -2.68 0.35 -0.10
C 4.25 0.81 -2.39 0.00
H -4.01 -2.18 3.32 0.10
C -4.55 2.76 0.04 -0.01
N 0.60 1.03 0.49 -0.06
C 1.60 2.29 2.03 -0.02
N 2.16 -0.24 -1.95 -0.03
C -1.95 -0.72 1.14 -0.45
I 1.39 -5.52 -1.22 1.07
P -2.11 1.08 1.33 1.19
C -2.22 -2.87 1.47 -0.02
C 2.59 -3.85 -1.47 -0.60
C -2.41 1.56 -2.60 -0.09
H -4.28 2.76 -2.74 0.14
H 4.42 -4.93 -1.38 0.09
C 2.80 -1.42 -1.81 -0.14
C 4.92 -0.37 -2.20 0.00
N -3.53 2.17 -0.82 -0.11
C -0.32 1.47 1.34 -0.45
Ir -0.01 -0.22 -1.35 1.34
C -2.45 1.46 -0.43 -0.44
H 2.72 1.32 0.40 0.10
H -4.10 3.50 0.70 0.10
H 2.28 2.84 2.65 0.14
C 1.80 1.53 0.91 -0.11
```

Calculated values
DFT total energy = -62877.74925 eV
Strongest force on any atom = 0.6 eV Å⁻¹
Kohn-Sham gap (spin up / spin down) = 7.469 / 6.238 eV
Multiplicity = 5
Net charge = +2


Record 5
Here is a single C4H8O2 molecule at a distorted geometry from OMol25. Energies are from wB97M-V/def2-TZVPD.

The geometry in XYZ format:
```
14
Properties=species:S:1:pos:R:3:lowdin_charge:R:1
O 0.37 -0.64 -1.49 -0.11
C -0.65 -0.02 0.39 -0.36
H 1.35 -2.06 -0.25 0.11
H -0.59 2.06 0.43 0.09
C 0.88 0.09 -0.34 -0.15
H -1.87 -0.93 -0.89 0.10
H -1.73 1.38 1.61 0.08
C -0.76 1.25 1.15 -0.07
O -1.84 -0.11 -0.37 -0.02
H 0.06 1.24 1.86 0.09
H 2.33 -1.07 -1.50 0.12
H -0.53 -0.96 0.94 0.14
H 1.50 0.95 -0.70 0.15
C 1.48 -1.16 -0.82 -0.16
```

Calculated values
DFT total energy = -8369.58530 eV
Strongest force on any atom = 3.0 eV Å⁻¹
Kohn-Sham gap = 10.676 eV
Relative energy (zero: lowest compared OMol25 entry of this formula, charge and spin) = 3.696 eV
SMILES = C[C@@H](O)[C@H]1CO1
Multiplicity = 1
Net charge = 0


Record 6
Here is a molecular structure, C4H6N2 at a distorted geometry from OMol25. Energies are from wB97M-V/def2-TZVPD.

The geometry in XYZ format:
```
12
Properties=species:S:1:pos:R:3:lowdin_charge:R:1
H 1.53 -1.45 0.50 0.15
C 1.62 -0.36 0.20 -0.17
H -1.35 0.71 -1.26 0.08
N 4.50 0.05 -0.58 0.04
C 0.53 0.39 -0.34 -0.41
H -1.51 -0.01 0.38 0.09
H -0.98 -0.98 -1.08 0.07
H 0.67 1.28 -1.04 0.16
C 3.43 -0.01 -0.27 -0.13
N 1.04 0.70 0.94 0.03
H 0.60 0.53 1.88 0.14
C -0.90 -0.03 -0.56 -0.06
```

Calculated values
DFT total energy = -7221.77042 eV
Strongest force on any atom = 9.2 eV Å⁻¹
Kohn-Sham gap = 10.880 eV
Relative energy (zero: lowest compared OMol25 entry of this formula, charge and spin) = 3.821 eV
Multiplicity = 1
Net charge = 0


Record 7
Here is a molecular structure, C8H24ClI2OP2W at a distorted geometry from OMol25. Energies are from wB97M-V/def2-TZVPD.

The geometry in XYZ format:
```
39
Properties=species:S:1:pos:R:3:lowdin_charge:R:1
H 2.05 -1.22 -0.07 -0.03
H -3.56 1.34 -1.82 0.04
H -2.93 1.35 2.07 0.11
C -3.43 -1.02 0.34 -0.24
C 3.92 0.74 4.33 -0.32
H -0.81 -2.77 -2.45 0.02
W -1.71 -0.98 -1.72 0.71
H -2.63 2.55 -0.88 0.08
H -1.47 0.29 2.26 -0.04
Cl -3.01 -1.11 -3.54 0.21
C -3.26 1.65 -0.82 -0.20
H 5.82 0.29 5.26 0.11
C 0.72 0.02 -3.48 -0.20
H 4.81 1.39 6.19 0.11
H 2.89 1.00 4.60 0.11
P 0.54 -0.74 -1.86 0.60
H 2.89 -0.99 -1.66 0.10
H -0.21 -0.03 -4.04 0.04
H 2.27 0.40 -0.72 -0.10
I 1.12 -0.31 2.35 0.73
C 2.07 -0.65 -1.00 -0.35
H 0.89 -2.84 -3.04 0.11
H 1.01 1.06 -3.33 0.08
C -1.97 1.03 1.61 -0.33
H -4.12 1.87 -0.18 0.09
H -3.64 -1.63 -0.55 0.03
C 0.25 -2.52 -2.20 -0.26
H -1.29 1.89 1.52 -0.04
C 4.78 0.50 5.55 -0.02
H 3.89 -0.17 3.71 0.08
I 1.38 1.88 0.99 0.68
H -4.37 -0.60 0.74 0.11
H 3.90 2.06 2.83 0.05
P -2.28 0.37 0.00 0.58
H 4.40 -0.33 6.15 0.10
H -3.02 -1.67 1.13 0.07
O 4.50 1.80 3.55 0.00
H 1.54 -0.49 -4.02 0.09
H 0.57 -3.12 -1.34 0.08
```

Calculated values
DFT total energy = -59825.16182 eV
Strongest force on any atom = 2.5 eV Å⁻¹
Kohn-Sham gap (spin up / spin down) = 6.239 / 3.547 eV
Relative energy (zero: lowest compared OMol25 entry of this formula, charge and spin) = 4.567 eV
Multiplicity = 3
Net charge = +3


Record 8
Here is a molecular structure, C51H61AsN2O8S2Ta from OMol25. Energies are from wB97M-V/def2-TZVPD.

The geometry in XYZ format:
```
126
Properties=species:S:1:pos:R:3:lowdin_charge:R:1
C -2.70 3.12 1.10 -0.26
C 7.35 2.03 2.43 -0.04
H 6.61 2.51 -2.05 0.07
H -4.88 5.69 1.35 0.12
H -2.64 0.68 2.95 0.08
H -2.99 6.64 2.64 0.11
C -3.97 5.12 1.49 -0.04
C -0.67 -2.42 1.33 -0.53
H -4.35 0.25 7.83 0.09
C -0.45 3.49 -2.72 -0.02
H -1.39 3.81 -3.18 0.10
H 6.29 0.21 -3.10 0.08
H -4.15 -1.41 7.27 0.08
C 2.84 2.35 -3.62 0.10
H 4.98 -2.95 4.72 0.09
C 7.93 0.17 0.86 -0.04
H 7.29 3.11 -3.56 0.09
C 3.02 -0.43 2.07 -0.22
H -1.48 1.77 6.05 0.09
C 2.89 1.12 -1.13 -0.14
O 0.11 1.34 2.75 -0.47
H 7.50 0.73 0.02 0.06
H -0.84 0.78 -3.10 0.08
C 2.52 -3.10 3.52 -0.03
C 2.09 -1.08 4.95 -0.02
H -3.18 1.79 5.57 0.08
O 0.95 2.36 0.78 -0.64
H -0.75 -4.59 -0.26 0.09
H 8.99 0.42 0.91 0.09
H 4.80 3.74 -5.12 0.09
H -0.03 0.65 -4.68 0.09
C -0.56 1.32 -4.00 -0.02
C 0.30 2.56 -3.69 -0.53
H 4.66 -1.53 5.72 0.09
S -0.93 -3.84 2.26 1.19
C 3.79 -1.00 3.09 -0.06
H 6.87 2.31 3.37 0.09
H 3.28 -3.73 3.05 0.10
C -2.48 1.47 6.34 -0.05
C -1.75 4.92 2.35 -0.15
C -0.12 -2.54 -0.01 -0.25
C 7.97 -0.21 3.31 -0.06
C -2.57 -0.03 6.63 -0.53
H 7.84 -0.90 0.64 0.10
H 7.92 -1.29 3.19 0.09
H -0.70 2.99 -1.79 0.07
H -2.28 -2.67 6.81 0.11
C -1.60 3.64 1.81 -0.32
H 5.39 0.04 -4.62 0.09
H 2.53 -0.21 5.45 0.10
C 1.62 2.13 -3.07 -0.06
H 9.02 0.08 3.30 0.09
C -2.04 -2.34 5.81 -0.02
H 1.50 -2.90 -3.47 0.11
C 3.16 -1.87 4.18 -0.52
C 6.36 2.96 -3.02 -0.03
C -3.86 3.85 0.94 -0.04
H -4.68 3.42 0.37 0.12
C 6.05 0.70 -4.05 -0.03
H -1.48 1.64 -4.50 0.09
C -4.03 -0.36 6.99 -0.03
C 1.62 1.44 -1.80 -0.24
C 0.52 -1.42 -0.56 -0.14
H -2.73 2.00 7.26 0.09
C 1.04 -2.81 -2.50 -0.05
C -1.35 -1.51 3.25 -0.19
H 1.30 -0.72 4.29 0.06
H -1.71 -4.35 5.12 0.12
H 5.04 0.94 -1.43 0.10
H -1.95 0.39 8.66 0.09
H -4.69 -0.16 6.15 0.09
H -0.92 5.36 2.90 0.08
C 0.36 -3.89 -1.94 -0.06
C -0.21 -3.75 -0.70 -0.05
C 4.11 1.90 -3.06 -0.11
C 7.24 0.52 2.18 -0.55
C -2.13 -0.97 5.50 -0.08
C 3.62 0.30 1.03 -0.14
C 5.41 2.08 -3.83 -0.55
H 2.88 2.87 -4.56 0.09
O -1.37 1.05 0.35 -0.47
H 6.87 2.60 1.63 0.08
H 5.41 1.31 0.37 0.10
H 1.03 2.70 -5.75 0.09
H 0.14 4.38 -2.50 0.10
C 5.14 -0.70 3.07 0.07
H 1.64 -0.81 -2.30 0.09
H 3.70 -2.99 5.93 0.09
C 0.53 3.32 -5.00 -0.06
O 0.58 1.07 -1.23 -0.14
H 7.56 0.05 4.29 0.09
H 1.64 -1.72 5.71 0.09
N 2.69 0.62 0.06 0.09
O -3.44 1.52 -0.82 -0.24
H 2.01 -3.70 4.28 0.09
C -1.71 -3.30 4.88 -0.06
H 4.54 2.14 -5.84 0.09
C -1.86 -0.59 4.19 -0.17
O -2.09 0.70 3.78 -0.02
H 5.92 3.94 -2.83 0.10
Ta 0.49 0.38 0.77 1.94
C 5.76 0.14 2.11 -0.14
C -2.92 5.65 2.20 -0.06
H 1.13 4.23 -4.84 0.09
C 4.12 1.32 -1.84 0.05
C 5.20 2.73 -5.20 -0.06
C -1.37 -2.86 3.61 -0.45
H 6.16 2.80 -5.71 0.09
C 4.20 -2.36 5.19 -0.06
H -0.43 3.63 -5.41 0.09
H 6.99 0.81 -4.60 0.09
C 1.10 -1.61 -1.81 -0.08
H -0.62 -0.12 7.61 0.09
N -0.88 -1.28 1.93 0.04
C -1.67 -0.29 7.85 -0.05
As 0.26 3.10 2.19 1.30
H -0.67 1.11 3.31 0.01
H 5.76 -1.10 3.85 0.09
O -3.46 0.67 1.48 -0.27
H 8.40 2.33 2.48 0.09
H 0.29 -4.83 -2.48 0.11
O 1.71 -0.61 1.99 -0.23
H 1.79 -2.82 2.77 0.05
S -2.81 1.47 0.46 0.55
C 4.98 0.63 1.09 0.05
H -1.77 -1.30 8.25 0.08
```

Calculated values
DFT total energy = -157299.00606 eV
Strongest force on any atom = 0.8 eV Å⁻¹
Kohn-Sham gap = 5.712 eV
Relative energy (zero: lowest compared OMol25 entry of this formula, charge and spin) = 0.000 eV
Multiplicity = 1
Net charge = +1